1.
{"formula": "C21H40O9S", "method": "wB97M-V/def2-TZVPD", "symbols": ["C", "C", "C", "C", "C", "C", "C", "S", "C", "O", "O", "C", "O", "H", "H", "H", "H", "H", "H", "H", "H", "H", "H", "H", "H", "C", "O", "C", "C", "O", "C", "C", "O", "C", "H", "H", "H", "H", "H", "H", "H", "H", "H", "H", "H", "H", "H", "H", "C", "O", "C", "C", "O", "C", "C", "O", "C", "H", "H", "H", "H", "H", "H", "H", "H", "H", "H", "H", "H", "H", "H"], "positions_angstrom": [[-0.373, 5.793, -1.912], [-0.965, 4.541, -1.090], [-0.805, 4.651, 0.501], [-1.671, 3.556, 1.317], [-3.149, 4.149, 1.497], [-1.602, 2.169, 0.539], [-0.683, 1.153, 0.912], [0.560, 1.043, 2.256], [-0.934, -0.011, -0.142], [-0.069, -0.930, -0.136], [-2.088, 0.216, -0.933], [-2.418, 1.596, -0.695], [-3.222, 2.156, -1.461], [0.275, 6.425, -1.221], [-1.279, 6.367, -2.332], [0.207, 5.368, -2.805], [-2.086, 4.466, -1.313], [-0.411, 3.603, -1.478], [-1.134, 5.692, 0.844], [0.292, 4.489, 0.788], [-1.229, 3.404, 2.360], [-3.037, 5.163, 2.041], [-3.680, 4.394, 0.508], [-3.823, 3.508, 2.180], [0.355, -0.246, 2.779], [3.944, -0.790, 0.919], [3.911, -0.311, -0.414], [2.789, 0.519, -0.687], [3.185, 1.724, -1.534], [4.004, 2.692, -0.869], [5.338, 2.304, -0.539], [6.270, 2.102, -1.734], [5.916, 0.936, -2.471], [5.945, 1.135, -3.874], [3.245, -1.624, 1.038], [4.956, -1.140, 1.127], [3.710, 0.006, 1.637], [2.320, 0.880, 0.234], [2.056, -0.082, -1.233], [2.267, 2.259, -1.796], [3.635, 1.421, -2.478], [5.340, 1.438, 0.123], [5.742, 3.132, 0.053], [7.295, 1.960, -1.371], [6.244, 2.999, -2.364], [5.472, 2.078, -4.160], [5.391, 0.319, -4.342], [6.979, 1.113, -4.229], [-2.929, -7.372, -0.073], [-3.626, -6.300, 0.538], [-3.708, -6.415, 1.953], [-3.474, -5.068, 2.632], [-2.137, -4.566, 2.541], [-1.678, -4.158, 1.250], [-2.355, -2.910, 0.686], [-3.707, -3.180, 0.325], [-4.603, -2.157, 0.723], [-3.574, -8.252, -0.141], [-2.646, -7.059, -1.079], [-2.010, -7.616, 0.474], [-2.981, -7.132, 2.343], [-4.712, -6.774, 2.199], [-3.656, -5.203, 3.702], [-4.191, -4.320, 2.298], [-1.711, -4.988, 0.545], [-0.617, -3.922, 1.383], [-1.831, -2.595, -0.222], [-2.286, -2.102, 1.425], [-4.408, -1.822, 1.745], [-5.617, -2.561, 0.683], [-4.529, -1.311, 0.032]], "forces_ev_per_a": [[-0.8, -0.8, 0.1], [0.0, 0.0, 0.1], [0.4, -0.3, -0.1], [-0.9, 0.4, -1.2], [-0.2, 0.5, 0.5], [1.9, -1.8, 1.6], [-3.2, 0.5, -1.9], [-1.3, -0.4, -0.7], [4.0, -1.6, 2.2], [-4.5, 2.9, -1.3], [2.3, 1.0, 1.6], [-1.9, 2.1, -1.7], [3.0, -2.2, 3.3], [-0.8, -0.6, -1.2], [1.7, -0.5, 0.7], [-0.6, 0.9, 1.4], [1.7, -0.2, 0.2], [-1.1, 1.3, 0.8], [0.5, -1.4, -0.4], [-1.4, 0.4, -0.5], [-0.5, 0.0, -1.6], [-0.1, -1.6, -0.8], [0.9, -0.7, 1.4], [1.1, 0.8, -1.3], [-0.2, 1.2, -1.0], [0.0, 0.0, -0.3], [0.0, 0.2, 0.4], [0.3, 0.1, -0.4], [0.0, 0.0, 0.1], [0.1, -0.3, -0.1], [0.1, 0.2, 0.0], [-0.2, -0.4, 0.3], [-0.2, 0.4, -0.3], [0.1, -0.3, 0.3], [-0.1, 0.0, 0.2], [0.0, -0.1, -0.1], [-0.1, -0.1, 0.0], [0.1, -0.1, 0.0], [-0.2, 0.1, 0.0], [0.0, 0.0, 0.1], [0.1, -0.2, 0.1], [0.0, -0.2, -0.2], [-0.1, 0.1, -0.1], [0.0, 0.2, 0.1], [-0.1, -0.1, 0.0], [0.0, 0.1, 0.0], [0.1, 0.0, 0.1], [0.0, 0.1, -0.2], [-0.2, 0.2, 0.0], [0.5, -0.2, 0.1], [-0.1, 0.5, -0.2], [0.1, 0.0, 0.1], [-0.3, -0.1, -0.2], [0.1, 0.2, 0.0], [-0.1, -0.6, -0.3], [-0.1, 0.3, 0.6], [0.1, -0.2, -0.4], [0.1, -0.1, 0.0], [-0.1, 0.0, 0.0], [-0.1, -0.1, 0.0], [0.1, 0.0, -0.1], [0.0, 0.0, 0.3], [0.1, -0.1, 0.0], [0.0, -0.1, -0.2], [-0.2, 0.1, -0.1], [-0.1, 0.1, 0.1], [0.2, 0.0, 0.2], [-0.1, 0.0, 0.0], [0.1, 0.0, 0.1], [0.1, 0.0, -0.1], [-0.1, 0.2, 0.1]], "smiles": "CCC[C@@H](C)C1=C(S)C(=O)OC1=O.COCCOCCOC.COCCOCCOC", "e_homo_ha": -0.33022, "gap_ev": 7.80, "lumo_energy_ha": -0.04351, "energy_ev": -51682.145}

2.
{"formula": "C21H41BBr2Cl16NO3", "method": "wB97M-V/def2-TZVPD", "symbols": ["C", "C", "Br", "C", "Br", "C", "O", "B", "O", "O", "C", "N", "H", "H", "H", "H", "H", "H", "H", "H", "H", "Cl", "C", "C", "Cl", "H", "H", "H", "H", "Cl", "C", "C", "Cl", "H", "H", "H", "H", "Cl", "C", "C", "Cl", "H", "H", "H", "H", "Cl", "C", "C", "Cl", "H", "H", "H", "H", "Cl", "C", "C", "Cl", "H", "H", "H", "H", "Cl", "C", "C", "Cl", "H", "H", "H", "H", "Cl", "C", "C", "Cl", "H", "H", "H", "H", "Cl", "C", "C", "Cl", "H", "H", "H", "H"], "positions_angstrom": [[2.282, -4.974, -4.733], [0.938, -4.382, -4.331], [1.061, -3.026, -2.928], [-0.227, -4.733, -4.831], [-0.171, -6.093, -6.211], [-1.576, -4.137, -4.366], [-2.580, -5.096, -4.302], [-3.453, -5.054, -5.530], [-4.876, -4.805, -5.300], [-2.760, -4.017, -6.331], [-2.024, -3.154, -5.541], [-2.879, -2.031, -5.131], [2.362, -5.172, -5.805], [3.099, -4.281, -4.468], [2.457, -5.883, -4.136], [-1.530, -3.755, -3.334], [-3.320, -6.181, -6.005], [-5.307, -5.656, -5.178], [-1.056, -2.805, -5.965], [-3.342, -1.709, -5.981], [-2.293, -1.242, -4.856], [-0.461, 1.147, -0.560], [-1.944, 0.354, -1.164], [-1.704, -0.365, -2.465], [-1.391, 0.778, -3.800], [-2.716, 1.115, -1.264], [-2.260, -0.356, -0.400], [-2.587, -0.944, -2.740], [-0.859, -1.048, -2.399], [-0.194, -2.018, 2.622], [0.773, -0.524, 2.539], [1.905, -0.522, 3.535], [1.323, -0.403, 5.219], [0.103, 0.319, 2.693], [1.171, -0.463, 1.527], [2.547, 0.341, 3.362], [2.513, -1.421, 3.452], [0.055, 0.742, -7.777], [-0.461, 2.331, -8.393], [-0.457, 3.386, -7.314], [-1.729, 3.104, -6.100], [-1.449, 2.216, -8.835], [0.238, 2.609, -9.181], [-0.647, 4.365, -7.752], [0.500, 3.425, -6.796], [-1.428, 7.487, -3.781], [-1.294, 5.747, -3.399], [0.009, 5.411, -2.720], [1.404, 5.581, -3.819], [-1.417, 5.190, -4.324], [-2.127, 5.504, -2.740], [-0.009, 4.374, -2.387], [0.183, 6.045, -1.853], [-1.679, 5.146, 3.006], [-3.157, 4.348, 2.414], [-2.925, 3.614, 1.117], [-2.624, 4.727, -0.242], [-3.931, 5.106, 2.313], [-3.467, 3.644, 3.185], [-3.810, 3.032, 0.859], [-2.079, 2.932, 1.186], [-3.878, 7.153, 4.872], [-2.910, 8.643, 4.772], [-1.778, 8.653, 5.770], [-2.361, 8.791, 7.449], [-3.578, 9.490, 4.916], [-2.508, 8.691, 3.760], [-1.135, 9.513, 5.587], [-1.174, 7.751, 5.696], [2.732, -4.590, 8.331], [3.581, -3.027, 8.451], [3.774, -2.372, 7.105], [4.939, -3.253, 6.079], [4.529, -3.201, 8.956], [2.969, -2.384, 9.083], [4.171, -1.367, 7.238], [2.837, -2.298, 6.557], [6.168, -5.426, 9.592], [6.547, -6.012, 7.952], [6.160, -7.457, 7.762], [7.187, -8.561, 8.715], [7.609, -5.855, 7.775], [5.989, -5.387, 7.257], [6.282, -7.735, 6.716], [5.124, -7.632, 8.044]], "forces_ev_per_a": [[0.4, 0.7, 0.9], [1.3, -0.2, -0.3], [0.1, -0.5, -0.5], [-0.7, 0.1, 0.6], [-0.4, 0.6, 0.7], [-1.3, -0.6, -0.7], [0.1, 0.2, 0.3], [0.4, -0.9, 0.1], [0.1, 0.3, 0.2], [0.2, 0.9, -0.7], [0.1, -0.9, 1.1], [0.5, 0.4, 0.1], [-0.2, -0.1, 0.3], [-0.3, -0.2, -0.1], [-0.1, 0.1, -0.4], [0.7, 0.5, -0.5], [-0.1, -0.1, -0.5], [0.2, 0.2, -0.1], [-0.6, 0.0, -0.6], [-0.1, -0.3, 0.2], [0.0, -0.2, -0.2], [0.1, 0.2, 0.1], [-0.3, -0.2, 0.0], [-0.1, -0.1, 0.1], [0.1, 0.1, 0.2], [0.1, 0.1, -0.1], [0.1, 0.0, 0.0], [0.0, 0.0, 0.0], [0.0, 0.1, 0.0], [0.0, 0.0, 0.0], [0.0, 0.0, -0.1], [0.2, 0.0, -0.2], [0.0, 0.0, 0.0], [0.0, 0.0, 0.0], [0.0, 0.0, 0.0], [-0.1, 0.0, 0.0], [-0.1, 0.0, 0.1], [0.0, 0.0, 0.0], [0.0, 0.0, -0.1], [0.1, 0.2, -0.1], [0.0, 0.0, 0.0], [0.0, 0.0, 0.1], [0.0, 0.0, 0.1], [0.0, 0.0, 0.0], [-0.1, -0.1, 0.0], [0.0, 0.1, 0.0], [-0.1, -0.1, 0.0], [-0.1, -0.1, 0.2], [0.0, 0.0, 0.0], [0.1, 0.1, 0.0], [0.1, 0.0, 0.0], [0.0, 0.0, -0.1], [0.0, 0.0, -0.1], [0.1, 0.0, -0.1], [-0.2, 0.0, 0.0], [0.0, -0.2, 0.1], [0.0, 0.0, 0.0], [0.1, 0.0, 0.0], [0.1, 0.0, 0.0], [0.0, 0.1, 0.0], [0.0, 0.1, 0.0], [-0.2, 0.0, 0.1], [0.1, 0.1, -0.1], [0.1, 0.0, -0.1], [0.0, 0.0, 0.0], [0.0, -0.1, 0.1], [0.1, -0.1, 0.0], [-0.1, 0.0, 0.0], [-0.1, 0.0, 0.0], [0.0, 0.0, 0.0], [0.1, 0.1, 0.1], [-0.2, 0.1, 0.1], [0.0, 0.0, -0.1], [0.0, -0.1, -0.1], [0.0, 0.0, -0.1], [0.0, 0.0, 0.0], [0.1, -0.1, 0.0], [0.1, 0.0, 0.1], [0.0, 0.0, -0.2], [-0.1, 0.0, -0.1], [0.0, 0.0, 0.0], [0.0, -0.1, 0.1], [-0.1, -0.1, 0.0], [0.1, 0.0, 0.0], [0.1, 0.0, 0.1]], "e_homo_ha": -0.17142, "charge": -1, "gap_ev": 6.14, "lumo_energy_ha": 0.05406, "de_lowest_kcal_mol": 16.19, "energy_ev": -371200.379}

3.
{"formula": "C21H41IrN7OSi4", "method": "wB97M-V/def2-TZVPD", "symbols": ["Ir", "C", "C", "C", "C", "C", "H", "H", "H", "H", "H", "C", "Si", "C", "C", "Si", "Si", "C", "C", "C", "Si", "C", "C", "C", "H", "H", "H", "H", "H", "H", "H", "H", "H", "H", "H", "H", "H", "H", "H", "H", "H", "H", "H", "H", "H", "H", "H", "H", "H", "H", "H", "N", "N", "N", "C", "N", "N", "H", "H", "H", "N", "C", "O", "C", "C", "C", "C", "N", "C", "H", "H", "H", "H", "H", "H"], "positions_angstrom": [[0.778, -0.297, 1.642], [2.893, -1.099, 2.287], [2.437, -2.240, 1.570], [1.246, -2.720, 2.129], [0.877, -1.829, 3.154], [1.950, -0.844, 3.293], [3.808, -0.554, 2.121], [2.965, -2.694, 0.750], [0.695, -3.593, 1.823], [0.053, -1.957, 3.840], [2.061, -0.146, 4.107], [4.082, -1.518, -1.097], [2.481, -2.169, -1.810], [2.003, -3.881, -1.250], [2.632, -2.223, -3.644], [0.771, -0.696, -0.691], [-1.460, -1.943, -0.908], [-1.326, -3.670, -0.270], [-2.812, -1.091, 0.037], [-1.594, -1.748, -2.731], [1.091, 1.249, -2.178], [0.124, 2.819, -2.330], [0.855, 0.392, -3.815], [2.849, 1.665, -1.674], [4.821, -2.327, -1.024], [3.976, -1.070, -0.118], [4.505, -0.764, -1.760], [2.848, -4.569, -1.381], [1.195, -4.252, -1.881], [1.680, -3.943, -0.219], [3.388, -2.987, -3.861], [2.979, -1.284, -4.071], [1.714, -2.521, -4.151], [-0.853, -3.677, 0.708], [-0.788, -4.352, -0.925], [-2.341, -4.063, -0.145], [-2.445, -0.551, 0.900], [-3.516, -1.848, 0.399], [-3.385, -0.397, -0.584], [-0.773, -2.218, -3.275], [-1.655, -0.699, -3.030], [-2.525, -2.242, -3.038], [-0.953, 2.657, -2.424], [0.467, 3.285, -3.260], [0.300, 3.512, -1.514], [0.743, -0.682, -3.754], [1.702, 0.605, -4.476], [-0.037, 0.798, -4.300], [3.067, 1.356, -0.650], [3.018, 2.744, -1.740], [3.578, 1.190, -2.334], [-3.484, 1.258, 4.300], [-2.174, 1.206, 3.929], [-1.215, 1.738, 4.666], [-0.142, 1.420, 3.972], [-0.470, 0.731, 2.866], [-1.797, 0.587, 2.865], [-3.583, 1.938, 5.042], [-4.052, 1.429, 3.465], [0.859, 1.705, 4.250], [-4.570, 2.900, -0.508], [-4.026, 2.671, 0.700], [-4.643, 2.169, 1.626], [-2.565, 2.999, 0.850], [-2.117, 3.945, 1.763], [-0.752, 4.100, 1.946], [0.110, 3.257, 1.258], [-0.314, 2.321, 0.402], [-1.623, 2.236, 0.186], [-5.560, 2.735, -0.619], [-4.114, 3.497, -1.177], [-2.826, 4.555, 2.311], [-0.363, 4.850, 2.622], [1.185, 3.337, 1.390], [-1.932, 1.503, -0.554]], "forces_ev_per_a": [[0.2, -1.5, -0.4], [0.1, 0.3, -0.4], [0.0, 0.7, -0.7], [-0.5, 0.0, 0.3], [0.2, 0.0, 0.8], [-0.3, 0.1, 1.2], [0.0, -0.1, 0.0], [0.0, 0.0, 0.1], [0.1, 0.1, 0.0], [0.0, 0.0, 0.0], [0.1, -0.1, 0.0], [0.3, -0.2, -0.1], [-0.7, 0.4, 0.6], [0.3, -0.3, -0.1], [0.0, 0.0, -0.4], [0.2, 0.0, -2.1], [0.3, 0.2, 1.2], [0.0, -0.3, -0.2], [-0.4, 0.1, -0.2], [0.2, 0.1, -0.4], [0.4, -0.4, 0.7], [-0.3, 0.3, 0.0], [0.0, 0.1, -0.4], [0.2, 0.2, -0.2], [-0.1, 0.1, 0.0], [0.1, 0.2, 0.1], [0.0, 0.0, 0.0], [-0.1, 0.1, 0.0], [0.0, 0.0, 0.0], [-0.1, -0.2, 0.1], [0.0, 0.0, 0.0], [0.0, 0.0, 0.0], [0.1, 0.0, 0.0], [-0.1, -0.1, 0.0], [0.0, 0.0, 0.0], [0.0, 0.0, 0.0], [0.0, 0.1, 0.1], [0.0, 0.0, 0.0], [0.1, 0.0, 0.0], [-0.1, 0.0, 0.0], [0.0, -0.1, 0.0], [0.0, 0.0, 0.0], [0.1, 0.0, -0.1], [0.0, -0.1, 0.0], [0.0, 0.1, -0.1], [0.0, 0.0, -0.1], [-0.1, 0.0, 0.0], [0.0, 0.0, 0.0], [0.0, 0.0, 0.0], [0.0, -0.1, 0.0], [0.0, 0.0, 0.1], [0.0, -0.2, -0.3], [-0.2, 0.1, 0.2], [-0.1, -0.1, -0.2], [0.0, 0.0, -0.1], [-0.4, 0.3, 0.3], [0.3, 0.1, 0.1], [-0.1, 0.1, 0.0], [-0.1, 0.2, 0.1], [-0.1, 0.0, 0.0], [0.0, 0.1, -0.1], [0.0, 0.0, 0.0], [0.2, -0.1, 0.2], [-0.1, 0.0, 0.1], [-0.1, 0.0, 0.1], [0.0, 0.0, 0.0], [-0.1, 0.0, -0.1], [0.1, 0.2, 0.7], [0.1, -0.3, -0.2], [0.0, 0.0, 0.0], [0.0, 0.0, 0.0], [0.0, 0.0, 0.0], [0.0, 0.0, 0.0], [0.0, 0.0, 0.0], [0.0, -0.1, 0.1]], "e_homo_ha": [-0.49624, -0.50199], "charge": 2, "gap_ev": [5.44, 5.86], "s2": 0.78, "lumo_energy_ha": [-0.29649, -0.28658], "de_lowest_kcal_mol": 88.37, "spin_multiplicity": 2, "energy_ev": -69253.541}